Record 1
The following is a DFT calculation (ωB97M-V/def2-TZVPD) of a structure of composition C35H52BrN3OP2Re.

* energy above the lowest of the compared OMol25 structures with the same formula, charge and spin: 0.00 kJ/mol
* gap between HOMO and LUMO (alpha / beta): 4.01 / 2.72 eV
* 2S+1: 4
* <S²>: 3.9021
* total charge: +4
* HOMO level (alpha / beta): -17.4 / -17.4 eV

Each line ends with the Löwdin charge.
Geometry (Å):
1 H 1.49127 -3.06757 0.53163  -0.056
2 C -1.13115 1.39855 2.34453  -0.116
3 H -3.66628 -1.13788 -0.41529  0.076
4 H -2.73139 -0.82240 4.51660  0.076
5 H -3.58074 -4.17704 -0.86457  0.080
6 H 5.98180 -0.56136 1.71925  0.111
7 C -1.02562 6.44530 -4.54263  0.012
8 H -0.92871 -0.47689 -3.66217  0.049
9 H 5.31359 -2.16695 1.46033  0.091
10 H 5.54204 -0.76686 -2.13279  0.087
11 O -1.18967 2.84365 5.58710  0.101
12 H -2.57220 -2.15265 0.50590  0.000
13 H -2.01697 2.96439 -5.84095  0.143
14 H -0.53020 0.84920 7.21163  0.140
15 C 1.22637 0.28156 -1.87502  -0.126
16 H 2.15812 1.77124 6.06164  0.076
17 H -0.06521 1.13281 2.41416  0.093
18 C 3.27653 -4.19146 0.06736  -0.090
19 H 3.15556 -4.38924 -1.00463  0.080
20 C -1.42447 4.99546 -6.27812  0.013
21 C 0.37650 1.31669 -2.29036  -0.185
22 C -1.78331 1.86957 3.48765  -0.066
23 C -1.78330 3.15688 -2.94710  0.125
24 H -1.44974 4.86771 -7.36765  0.170
25 H -1.76348 -2.01887 -5.23243  0.085
26 H -3.40316 -2.08842 -4.47368  0.089
27 C -1.92894 -0.84945 -3.38300  -0.406
28 H -2.83137 -0.61657 -5.29289  0.079
29 H 3.98437 0.55686 0.85392  0.105
30 H -2.08625 -0.76260 6.20566  0.098
31 H -3.33870 1.95365 -0.03868  0.115
32 H 0.85880 2.82199 6.72036  0.073
33 H -4.60265 2.87435 1.89432  0.130
34 H 0.76452 -0.23173 6.60615  0.123
35 H 1.57913 1.14456 1.32709  0.134
36 C -0.41375 -4.38756 -2.40010  -0.101
37 C 1.33192 1.83864 6.77419  -0.067
38 C -0.59363 -0.55351 4.63694  -0.273
39 C -4.06257 -3.22622 -0.60051  -0.105
40 H 2.83018 -2.78581 1.61214  0.096
41 H -0.83011 -4.43808 -3.41911  0.089
42 C -2.94492 1.88526 0.99622  -0.116
43 H -1.27715 5.72135 -2.52350  0.151
44 C 3.95696 -0.53056 1.02936  -0.327
45 H -1.03137 -5.00139 -1.72174  0.091
46 C 1.59182 0.12406 -0.55866  -0.330
47 H 4.34563 -4.18107 0.29560  0.089
48 H 2.85865 -5.04517 0.60880  0.108
49 C 3.61948 -1.71016 -1.78395  -0.314
50 C -3.63254 2.44212 2.08674  0.024
51 C -0.24973 -2.95183 -1.91926  -0.365
52 C -1.41366 2.67979 -1.81213  0.013
53 H -2.51989 0.04425 -3.13399  0.051
54 C -1.06505 1.87889 4.81201  -0.367
55 C 0.35649 2.18555 -0.08822  -0.064
56 H 4.17168 0.34585 -2.32068  0.075
57 N -1.77696 1.25761 1.15190  -0.073
58 H 5.80545 -1.17611 0.07825  0.076
59 N -0.23653 0.79541 5.11831  -0.059
60 H 3.45122 -0.67429 1.99534  0.111
61 H 2.79138 -1.98494 -2.45400  0.083
62 H -0.00373 2.91074 0.58530  0.146
63 H 0.26293 -1.19831 4.90212  0.123
64 C 4.51049 -0.68145 -2.48279  -0.092
65 H 4.16678 -2.64214 -1.64589  0.095
66 H -3.55630 2.85199 4.24679  0.161
67 H 0.23903 -2.97712 -0.92766  -0.007
68 C -0.09168 2.25063 -1.40663  -0.402
69 H -1.81849 -2.21161 5.17341  0.092
70 C -1.68188 4.14336 -3.98797  -0.161
71 P 2.84421 -1.26024 -0.19094  1.074
72 H -0.62921 -0.53051 3.52580  -0.033
73 N -1.05973 6.21480 -5.86132  0.330
74 C 0.30910 0.76106 6.49596  -0.204
75 C -1.75708 3.93189 -5.39816  0.069
76 C -3.07188 -2.06739 -0.47265  -0.393
77 C 5.33476 -1.14976 1.06077  -0.081
78 H -4.84556 -3.00282 -1.33527  0.088
79 H 0.45744 -2.45599 -2.59596  0.058
80 C 1.21351 1.15384 0.30876  -0.099
81 Br -0.14778 -1.57439 1.34797  0.548
82 C -3.05997 2.43415 3.36365  0.093
83 H 1.72263 1.67868 7.78198  0.094
84 H 0.05986 1.38789 -3.30763  0.136
85 H -0.73409 7.44677 -4.21767  0.169
86 Re -0.84974 0.44279 -0.81113  1.322
87 H -4.57293 -3.37706 0.36307  0.101
88 C -1.34773 5.46645 -3.58728  0.058
89 P -1.66109 -1.65454 -1.67495  0.919
90 C -2.52125 -1.45914 -4.66532  -0.106
91 H 4.50052 -0.86966 -3.56304  0.100
92 H 0.57642 -4.86281 -2.43440  0.088
93 C -1.89964 -1.11298 5.17498  -0.045
94 H 1.60135 -0.37477 -2.65582  0.130
95 C 2.57269 -2.93092 0.55859  -0.377



Record 2
The following is a DFT calculation (ωB97M-V/def2-TZVPD) of a structure of composition C35H52CuN4PSi.

* gap between HOMO and LUMO: 6.40 eV
* total charge: -2
* HOMO level: -2.3 eV

Each line ends with the Löwdin charge.
Geometry (Å):
1 N -3.50611 7.88151 0.51135  0.070
2 H 2.91023 2.27557 -5.99177  0.070
3 H 0.02873 2.09464 1.18160  0.061
4 H -1.24835 -5.51132 3.09230  0.100
5 H -3.53525 1.21773 -2.50912  0.097
6 H -3.09069 0.07494 3.54675  0.069
7 C -0.70479 -2.32847 -3.66557  -0.125
8 H -1.31069 -4.29583 -0.25881  0.069
9 H 0.27104 -2.07633 -4.11828  0.078
10 C 3.83768 -1.22857 0.50489  -0.067
11 H -1.08326 -0.37706 -5.44767  0.065
12 P -0.48589 -0.14159 -2.01963  0.996
13 C -2.49625 -2.56367 3.76688  -0.139
14 C -5.36840 6.87068 -0.92848  -0.338
15 H -1.44703 -5.75472 0.61259  0.072
16 C 2.45770 0.78462 0.85954  -0.234
17 H 1.09226 -3.49307 -0.06326  0.079
18 C 1.11386 0.42003 -2.56037  -0.308
19 C -1.03656 2.63143 -2.69752  -0.105
20 H 4.08754 1.29084 -0.99329  0.127
21 H 3.38218 0.57474 -6.16555  0.063
22 C 2.01247 0.58000 -1.42245  -0.337
23 C 4.47913 1.44732 4.66295  -0.060
24 C -0.26807 -4.88671 2.91463  -0.140
25 C -2.12803 -1.66623 2.61031  -0.677
26 H -1.52086 2.58170 -3.71256  0.074
27 C -6.70276 7.01993 -0.49270  -0.296
28 H -0.49575 -2.87070 -2.74330  0.061
29 H 0.67139 3.54415 1.95576  0.078
30 H -1.50296 3.50750 -2.27688  0.063
31 C -1.75716 -0.18542 -4.58339  -0.128
32 C 4.22742 0.26578 2.48436  -0.039
33 H 4.93131 -0.35511 2.97805  0.101
34 H 1.97362 -4.16952 1.65009  0.120
35 H 4.45723 1.77291 -5.45667  0.038
36 H -2.99985 -1.08247 0.69026  0.050
37 H -1.34415 -0.04013 3.97405  0.064
38 H 1.19227 3.23258 0.38262  0.071
39 C 3.87683 1.29272 3.30920  -0.311
40 H -1.79878 -2.40938 4.67894  0.095
41 H -1.25101 -2.91167 -4.35764  0.056
42 C 3.45043 1.44351 -5.50345  -0.077
43 H 1.07881 -5.27771 0.38362  0.035
44 C -1.35196 -0.99560 -3.33532  -0.565
45 H -0.86028 1.67534 -0.82356  0.067
46 C 2.83524 2.11637 2.87620  -0.047
47 H 0.78148 0.57224 -4.60281  0.111
48 C 0.83079 -1.77388 3.25916  -0.256
49 H -2.43049 -4.43813 1.09190  0.060
50 H 2.83871 -1.93751 0.32815  0.116
51 H -3.46135 -2.22809 4.27323  0.083
52 H -3.47014 -2.67931 1.23097  0.041
53 H 4.25129 0.65618 5.29494  0.057
54 Si -0.36217 -2.05620 1.84103  0.598
55 H 2.78342 3.04120 3.57465  0.133
56 H -3.36210 2.20532 -1.02965  0.080
57 H 4.67907 -1.84402 0.88537  0.071
58 C -2.87829 1.34154 -1.56178  -0.117
59 C 0.92960 2.71336 1.28167  -0.041
60 H 0.64924 -2.17660 4.27567  0.011
61 C 3.29702 1.02721 -1.77521  -0.053
62 H 4.80906 1.65670 -3.23066  0.111
63 C 2.11120 1.90132 1.75540  -0.183
64 N 1.67757 0.41026 -0.16903  -0.056
65 H 0.10936 -4.34364 3.74420  0.027
66 H -2.55712 -3.61548 3.47222  0.051
67 H -2.67117 -0.62612 -5.09925  0.087
68 C -2.08412 -0.19231 3.17649  -0.116
69 C -5.14871 5.78867 -1.85170  -0.270
70 H 1.13812 -0.70021 3.42439  0.029
71 H 4.19647 2.44148 5.10529  0.091
72 C 3.79789 1.24015 -3.06109  -0.089
73 N -4.97370 4.92317 -2.62044  0.076
74 H 0.56033 -5.68427 2.87237  0.077
75 H 0.10516 2.72527 -2.66303  0.095
76 H -2.36653 -1.23493 -2.82805  0.127
77 Cu 0.16452 -0.81149 0.06093  0.114
78 H 1.82370 -2.29050 2.93619  0.039
79 C -0.38130 -4.09412 1.60589  -0.652
80 H -1.88195 0.89305 -4.55759  0.039
81 H -3.06500 0.41772 -0.88653  0.064
82 C -1.41627 -4.67823 0.75165  -0.159
83 C 1.00862 -4.31148 0.85884  -0.163
84 C 2.92173 1.11760 -4.09527  -0.295
85 C -4.32022 7.33676 -0.14918  -0.302
86 N -7.78248 7.02185 -0.06958  0.075
87 C 3.57178 -0.01113 1.28742  -0.232
88 C -1.34999 1.45625 -1.77239  -0.539
89 H -1.85401 0.57141 2.38762  0.070
90 H -4.20510 -1.32101 1.95443  0.078
91 C -3.23867 -1.69933 1.58512  -0.136
92 H 4.08451 -0.93428 -0.57206  0.075
93 C 1.59160 0.65861 -3.82569  -0.052
94 H 5.47610 1.58973 4.60612  0.029



Record 3
The following is a DFT calculation (ωB97M-V/def2-TZVPD) of a structure of composition C35H52MnOP3Sb.

* gap between HOMO and LUMO (alpha / beta): 3.35 / 3.67 eV
* 2S+1: 4
* <S²>: 4.1262
* total charge: +4
* HOMO level (alpha / beta): -18.0 / -17.9 eV

Each line ends with the Löwdin charge.
Geometry (Å):
1 H 2.78024 3.60780 -1.03348  0.045
2 H 4.02100 3.35037 0.22874  0.085
3 H -0.96090 2.47628 -4.24769  0.052
4 H 2.00305 -2.56709 6.51101  0.132
5 H 4.26402 2.72530 -1.44923  0.045
6 H -2.41403 -2.38238 -6.93807  0.156
7 H -1.66856 -2.75523 -0.22575  0.026
8 H 1.11793 -0.26593 6.90911  0.128
9 C 4.08913 -1.89379 -2.23583  -0.216
10 C -0.56616 3.18359 -3.51095  -0.194
11 H 5.56014 0.39707 -4.01326  0.079
12 H -4.47212 2.31001 5.89887  0.132
13 C -0.02194 -2.62859 -4.49856  0.058
14 H 1.48382 -3.74065 4.36608  0.125
15 C -4.22272 -3.17639 2.45800  -0.029
16 H 0.78460 3.89605 -0.38856  0.030
17 H 4.56609 0.80790 1.33948  0.090
18 H -2.91313 -0.26651 -5.68086  0.143
19 C -3.02878 3.77363 5.21853  -0.022
20 C 1.39851 -2.07404 5.74654  -0.020
21 C -1.93687 1.57789 -1.50225  -0.243
22 C 0.32976 -2.09803 3.56438  -0.147
23 C 0.13239 -0.14759 4.98771  -0.102
24 H 0.44504 -5.01999 0.16905  0.068
25 H 4.43425 -1.67008 -1.21926  0.024
26 Sb -1.31458 0.18912 2.22538  1.608
27 H -4.26508 -4.15449 2.94277  0.130
28 H 0.41147 3.51330 -3.87859  0.070
29 H -0.46518 -3.79068 -6.25240  0.145
30 C -1.96633 4.03477 4.33792  -0.045
31 H 4.57646 1.73344 -3.38098  0.049
32 H -5.94189 -1.22650 0.24219  0.123
33 C 3.53647 2.91424 -0.65149  -0.195
34 C -2.10167 -0.92730 -5.35743  0.008
35 C 0.03546 -4.00680 0.23806  -0.071
36 C 4.91849 0.71148 -3.17984  -0.222
37 H 0.80501 -3.25550 -4.16549  0.141
38 C -2.13139 1.77509 3.47813  -0.388
39 C -4.08706 -0.67530 1.20546  -0.140
40 C 3.16762 -0.93417 -4.75095  -0.225
41 C -0.74138 -2.91766 -5.65570  0.021
42 H -3.69782 0.54047 4.34249  0.110
43 H 4.02843 -0.63307 -5.36152  0.073
44 C 4.17844 0.33309 0.42550  -0.206
45 P -0.34750 2.36448 -1.90562  0.836
46 H 1.70206 1.85339 -1.50801  -0.059
47 H 1.72202 0.80820 2.00081  0.030
48 C -1.37520 -0.60916 -4.21147  0.040
49 C 1.10829 -2.72952 4.54412  -0.044
50 C -3.64440 2.51924 5.21502  -0.029
51 H -1.48292 5.01044 4.33311  0.121
52 C -5.16033 -1.53628 0.93928  -0.046
53 C -3.20615 1.51494 4.33750  -0.092
54 H 4.98011 0.29801 -0.31986  0.039
55 C -5.22556 -2.79271 1.55828  -0.017
56 P 3.43017 -0.36991 -3.03556  0.865
57 H -1.92265 0.49391 -1.67283  0.031
58 C -1.52030 3.02951 3.46530  -0.156
59 H -0.65729 4.63395 -1.10629  0.087
60 H 5.51151 0.70034 -2.25781  0.046
61 H -2.38076 -2.62545 3.44092  0.102
62 C -3.07833 -1.07609 2.09124  -0.395
63 H 4.91584 -2.31336 -2.82476  0.088
64 H -1.60405 0.30268 -3.67388  0.070
65 H 0.09275 -2.63320 2.63943  0.066
66 H -2.71856 2.03003 -2.12566  0.087
67 H -1.23535 4.04586 -3.37538  0.087
68 Mn 1.14299 0.39310 -1.87928  0.365
69 H -3.36948 4.55378 5.90367  0.132
70 C -0.34965 -1.48278 -3.72367  -0.329
71 H 3.26691 -2.61971 -2.17556  0.055
72 H -4.04229 0.29702 0.70968  0.090
73 H 1.06266 2.32150 1.33268  0.008
74 H -2.16539 1.72593 -0.43927  0.017
75 H 2.70053 2.30909 2.06076  0.091
76 H 3.02732 -2.02291 -4.80042  0.063
77 H 2.26062 -0.45364 -5.13792  0.045
78 H -0.26227 0.85409 5.18365  0.103
79 C -1.80753 -2.09625 -6.07058  0.066
80 C -3.15372 -2.31360 2.73682  -0.102
81 C -0.14466 -0.79943 3.78451  -0.379
82 H -6.05335 -3.46847 1.33911  0.131
83 C -1.18358 -3.73071 -0.25421  -0.070
84 H 0.68054 -3.22427 0.66602  0.026
85 H -1.76240 -4.54995 -0.70834  0.068
86 H -0.67772 3.23997 2.79687  0.073
87 H -0.81191 3.44837 0.21857  0.045
88 C -0.25025 3.70595 -0.68577  -0.202
89 H 3.87561 -0.69373 0.66851  0.067
90 P 2.75460 1.32894 -0.13445  0.812
91 C 1.97884 1.73251 1.46259  -0.229
92 O 0.32369 -1.23696 -2.63067  -0.102
93 C 0.90632 -0.78029 5.97156  -0.029



no.,DFT total energy (hartree)
1,-4937.5847
2,-3855.1548
3,-3853.7186